# 1
The following is a quantum chemistry calculation of a structure of composition C42H53AsBCl2N5O5SSi3Sn, from OMol25.

## Properties
Largest force on an atom, eV Å⁻¹: 1.22
Frontier orbital gap, eV: 5.2
ΔE to the lowest compared entry with this formula, charge and spin, kJ/mol: 101.1
Total charge: -2

```
114
Properties=species:S:1:pos:R:3:mulliken_charge:R:1
Sn -0.8724 -1.9198 0.2829 0.29
Cl -1.6479 0.7533 6.7294 -0.29
C -2.0494 0.3591 5.0798 0.15
C -1.5643 -0.8184 4.5335 -0.50
C -1.8213 -1.1472 3.2039 0.22
N -1.2663 -2.2545 2.5811 0.08
C -0.9682 -3.3836 3.2187 -0.13
O -1.2894 -3.7412 4.3630 -0.80
C -0.1302 -4.3213 2.3786 0.36
C -0.0355 -5.6647 2.7249 -0.85
C 0.7998 -6.4854 1.9885 -0.31
C 1.5422 -5.9290 0.9548 -0.82
C 1.3811 -4.5818 0.6759 -0.44
N 0.5473 -3.8027 1.3563 0.18
C -2.6026 -0.2650 2.4125 -0.93
C -3.1206 0.8871 2.9973 -0.32
C -2.8324 1.2070 4.3154 -0.08
Cl -3.4734 2.6819 4.9874 -0.30
N -2.7917 -0.6113 1.0782 0.81
C -3.9869 -0.4326 0.5081 0.24
O -4.9982 0.1025 0.9966 -0.80
C -4.1417 -1.1083 -0.8371 -0.09
C -5.4082 -1.5746 -1.1906 -0.57
C -5.5673 -2.2461 -2.3883 -0.60
C -4.4498 -2.4590 -3.1874 -0.75
C -3.2300 -1.9798 -2.7415 -0.67
N -3.0823 -1.2979 -1.6125 1.00
H -0.9613 -1.4817 5.1343 0.57
H -0.6209 -6.0247 3.5590 0.49
H 0.8839 -7.5402 2.2240 0.39
H 2.2160 -6.5282 0.3558 0.42
H 1.9383 -4.0958 -0.1165 0.67
H -3.7436 1.5460 2.4138 0.57
H -6.2317 -1.3932 -0.5140 0.51
H -6.5392 -2.6162 -2.6935 0.38
H -4.5279 -2.9907 -4.1274 0.43
H -2.3181 -2.1497 -3.3031 0.36
O -0.4343 -4.4424 -1.8745 -0.68
N 0.4682 -4.4959 -2.7845 0.69
C 0.5023 -5.5819 -3.5932 -0.38
C 1.4063 -5.7350 -4.6162 -0.70
C 2.3377 -4.7227 -4.8292 -0.35
C 2.3178 -3.6236 -4.0004 -0.81
C 1.3910 -3.4692 -2.9482 -0.04
S 1.4320 -2.0950 -1.9399 -0.07
H -0.2543 -6.3162 -3.3599 0.42
H 1.3720 -6.6230 -5.2321 0.38
H 3.0619 -4.8049 -5.6305 0.35
H 3.0323 -2.8238 -4.1311 0.39
C 4.1073 1.2241 6.6896 -1.65
C 4.4649 1.9114 5.3637 2.13
C 5.7208 1.2462 4.7781 -1.67
C 4.8216 3.3725 5.6528 -2.14
C 3.2944 1.7760 4.3906 0.68
C 2.5066 2.8605 4.0153 -0.38
C 1.4524 2.7489 3.1064 -1.72
C 1.2087 1.5112 2.5577 0.72
O 0.3095 1.1142 1.6177 -0.19
B 0.5202 -0.2677 1.3955 0.63
O 1.5635 -0.6798 2.2467 -0.61
C 1.9774 0.4104 2.9411 0.28
C 2.9980 0.5149 3.8578 -1.10
H 4.9434 1.2922 7.3921 0.44
H 3.8742 0.1711 6.5293 0.34
H 3.2339 1.6979 7.1403 0.36
H 6.5600 1.3598 5.4698 0.46
H 5.9882 1.7116 3.8278 0.36
H 5.5700 0.1821 4.6032 0.33
H 5.6999 3.4100 6.3013 0.45
H 4.0070 3.8904 6.1606 0.39
H 5.0557 3.9030 4.7283 0.43
H 2.7023 3.8392 4.4321 0.32
H 0.8584 3.6151 2.8476 0.61
H 3.5443 -0.3764 4.1382 0.47
C -0.4556 2.6780 -5.6111 -1.22
Si -0.3325 1.1482 -4.4610 0.28
C -1.4197 -0.1021 -5.4073 -1.11
C 1.4472 0.5196 -4.6304 -0.67
As -0.8130 1.1807 -2.1412 0.50
Si -2.6635 2.6358 -2.1203 0.32
C -2.5358 4.2240 -3.1868 -1.25
C -4.1698 1.7328 -2.8494 -0.87
C -3.0948 3.1311 -0.3422 -0.65
Si 0.8823 2.7073 -1.5484 0.10
C 0.3241 3.8863 -0.1695 -0.57
C 1.5289 3.9398 -2.8693 -1.08
C 2.3923 1.6930 -1.0186 -0.26
H -0.1308 2.4013 -6.6166 0.42
H 0.1686 3.5054 -5.2696 0.31
H -1.4815 3.0438 -5.6851 0.33
H -1.4021 0.0851 -6.4826 0.41
H -2.4582 -0.0617 -5.0731 0.17
H -1.0523 -1.1152 -5.2344 0.26
H 1.6440 0.0875 -5.6143 0.42
H 1.6154 -0.2560 -3.8790 -0.16
H 2.1747 1.3150 -4.4498 0.27
H -2.7388 3.9880 -4.2328 0.33
H -1.5386 4.6673 -3.1419 0.20
H -3.2563 4.9808 -2.8681 0.46
H -3.8587 1.0297 -3.6258 -0.01
H -4.9022 2.4179 -3.2816 0.49
H -4.6647 1.1543 -2.0704 0.20
H -2.7511 4.1302 -0.0698 0.57
H -2.6219 2.4174 0.3382 -0.40
H -4.1701 3.0769 -0.1639 0.49
H -0.3384 4.6599 -0.5655 0.38
H 1.1803 4.3770 0.2986 0.49
H -0.2175 3.3378 0.6007 -0.29
H 0.7085 4.5275 -3.2875 0.20
H 2.0262 3.4287 -3.6960 0.27
H 2.2430 4.6351 -2.4214 0.38
H 2.0540 0.7607 -0.5620 -0.48
H 3.0232 2.2162 -0.2965 0.36
H 3.0038 1.4175 -1.8802 0.38
```

***

# 2
The following is a quantum chemistry calculation of a structure of composition C42H53BaN12O3S3, from OMol25.

## Properties
Largest force on an atom, eV Å⁻¹: 3.15
Frontier orbital gap, eV: 6.2
ΔE to the lowest compared entry with this formula, charge and spin, kJ/mol: 77.3
Total charge: -1

```
114
Properties=species:S:1:pos:R:3:mulliken_charge:R:1
Ba 0.1024 -0.5150 -0.4857 0.28
C -0.0627 -6.1062 2.1154 -0.80
S -0.7696 -4.7351 3.0412 -0.11
C -1.0453 -3.4594 1.8254 0.37
S -0.7664 -3.6897 0.1746 -0.40
N -1.5308 -2.4194 2.4692 -1.65
N -1.6885 -1.2990 1.7351 1.98
C -2.5130 -0.4500 2.2276 -2.08
C -2.8725 0.7738 1.5204 1.24
C -3.8632 1.6048 2.0560 -0.91
C -4.2782 2.7139 1.3464 -0.80
C -3.7017 2.9751 0.1119 -1.22
C -2.7131 2.1123 -0.3389 -0.22
N -2.2974 1.0488 0.3406 1.68
H 0.7869 -6.4952 2.6752 0.26
H 0.2730 -5.7281 1.1505 0.26
H -0.7989 -6.8940 1.9646 0.29
H -3.0282 -0.6672 3.1645 0.21
H -4.2942 1.3616 3.0188 0.53
H -5.0430 3.3673 1.7485 0.44
H -3.9925 3.8277 -0.4872 0.59
H -2.2267 2.2888 -1.2911 0.29
C 2.3781 -4.5261 5.1930 -1.54
C 2.6895 -3.2621 4.3968 0.03
C 2.1707 -1.9809 5.0154 0.92
C 2.0996 -1.8212 6.3942 -0.45
C 1.5782 -0.6679 6.9631 -1.17
C 1.0883 0.3307 6.1390 -0.38
C 1.1414 0.2099 4.7547 0.56
C 0.5865 1.2993 3.8705 0.91
C -0.8390 1.7068 4.2445 -1.40
C 1.7301 -0.9327 4.1875 -0.88
N 1.8438 -1.0748 2.7952 0.57
C 3.0185 -1.1980 2.3001 -0.86
C 3.3183 -1.5874 0.9517 0.52
C 4.5971 -1.9177 0.4722 -0.92
C 4.3973 -2.4948 -0.7894 -1.16
C 3.0088 -2.4821 -0.9910 -0.46
N 2.3570 -1.9323 0.0445 0.23
H 2.7264 -5.4038 4.6449 0.38
H 1.3028 -4.6289 5.3434 0.32
H 2.8652 -4.5378 6.1695 0.42
H 2.2566 -3.3577 3.3987 0.07
H 3.7722 -3.1902 4.2457 0.23
H 2.4503 -2.6157 7.0403 0.24
H 1.5394 -0.5591 8.0402 0.36
H 0.6590 1.2253 6.5776 0.35
H 0.6043 0.9542 2.8491 -0.75
H 1.2467 2.1744 3.9096 0.29
H -1.4984 0.8369 4.2156 0.31
H -1.2312 2.4475 3.5434 0.32
H -0.8970 2.1352 5.2482 0.43
H 3.9049 -1.0791 2.9428 0.39
H 5.5292 -1.7836 1.0032 0.48
H 5.1442 -2.8858 -1.4643 0.43
H 2.4640 -2.8526 -1.8496 0.37
C -3.9288 -2.0795 -0.5875 -1.06
N -4.1956 -0.9023 -1.3837 0.73
C -5.5689 -0.5982 -1.7088 -0.74
C -5.4005 0.5228 -2.7144 -0.63
N -4.1252 0.1958 -3.3427 0.03
C -3.5728 1.2848 -4.1340 -1.00
C -3.3680 -0.5560 -2.4352 -0.02
N -2.1538 -0.9562 -2.4783 -0.20
C -1.3105 -0.7064 -3.6338 0.35
C 0.0108 -1.4982 -3.5369 -2.56
N 1.1231 -0.7321 -3.0062 0.65
C 2.0008 -0.1713 -3.7533 -0.19
N 3.1759 0.3396 -3.2580 0.39
C 3.4417 0.6936 -1.8844 -1.00
C 3.9115 1.0710 -4.2619 -0.56
C 3.2674 0.6082 -5.5673 -0.65
N 2.0402 -0.0364 -5.1356 0.12
C 0.9008 0.0005 -6.0213 -0.85
H -4.3796 -1.9613 0.3988 0.38
H -2.8578 -2.2179 -0.4650 0.12
H -4.3407 -2.9805 -1.0618 0.28
H -6.1286 -0.2944 -0.8227 0.39
H -6.0736 -1.4670 -2.1580 0.30
H -5.3406 1.4939 -2.2042 0.30
H -6.1987 0.5653 -3.4566 0.39
H -4.3932 1.7201 -4.7063 0.40
H -2.8295 0.9336 -4.8408 0.32
H -3.1209 2.0660 -3.5209 0.28
H -1.0576 0.3572 -3.7150 -0.09
H -1.8266 -1.0015 -4.5591 0.71
H 0.2572 -1.9384 -4.5086 0.46
H -0.1740 -2.3337 -2.8502 0.24
H 2.8110 0.1585 -1.1825 0.22
H 3.3010 1.7721 -1.7402 0.33
H 4.4710 0.4297 -1.6376 0.47
H 4.9736 0.8196 -4.2140 0.38
H 3.8000 2.1515 -4.1129 0.24
H 3.9092 -0.0858 -6.1201 0.34
H 3.0373 1.4519 -6.2224 0.37
H 1.0190 0.8376 -6.7137 0.42
H -0.0196 0.1693 -5.4730 0.22
H 0.7958 -0.9147 -6.6122 0.26
O 1.4148 3.0303 -3.4386 -0.65
S 0.3050 3.0331 -2.5176 1.09
O -1.0086 3.1140 -3.1144 -0.74
N 0.3952 1.8171 -1.4660 -0.70
C 0.6968 2.2422 -0.2295 0.74
O 0.8999 1.4950 0.7302 -0.44
C 0.7499 3.7399 -0.1120 0.09
C 0.9746 4.4983 1.0216 -0.29
C 0.9555 5.8806 0.8897 -0.64
C 0.7208 6.4795 -0.3469 -0.55
C 0.5022 5.7114 -1.4848 -1.01
C 0.5230 4.3403 -1.3326 0.24
H 1.1545 4.0116 1.9713 0.57
H 1.1240 6.5050 1.7578 0.43
H 0.7096 7.5595 -0.4208 0.41
H 0.3211 6.1678 -2.4489 0.52
```

***

# 3
The following is a quantum chemistry calculation of a structure of composition C42H54AlN5O13PS2, from OMol25.

## Properties
Largest force on an atom, eV Å⁻¹: 7.89
Frontier orbital gap, eV: 4.7
Total charge: -1

```
118
Properties=species:S:1:pos:R:3:mulliken_charge:R:1
C 3.3887 3.1548 -1.2214 -0.57
C 3.4849 2.1240 -2.5218 -0.62
C 3.2841 0.5272 -2.0841 -0.20
C 1.6555 0.1503 -2.1417 -0.35
C 1.3519 -0.9973 -0.9859 -0.46
C 0.4002 -0.3112 0.1546 -0.19
C -0.9286 -1.1665 0.5779 -0.71
C -1.7030 -1.9257 -0.6465 -0.64
Al -1.9088 -0.8463 -2.3738 0.05
C -2.2365 1.1612 -2.1260 -0.36
C -3.8550 1.5829 -2.0938 -0.19
C -3.9899 2.7260 -0.9272 -0.52
C -5.4534 3.4535 -0.8244 -0.55
S -6.5845 3.1929 -2.2941 1.17
O -7.8424 4.1114 -2.0392 -0.69
O -5.9922 3.6907 -3.6537 -0.58
O -7.2033 1.5953 -2.3943 -0.42
P -3.7013 -1.8572 -3.5473 0.26
S -5.1811 -2.1980 -2.3162 -0.56
H 4.4718 3.1816 -0.7350 -0.02
H 2.6153 2.7946 -0.4121 0.16
H 3.1077 4.2512 -1.5440 0.36
H 4.5138 2.2724 -3.0911 0.33
H 2.6149 2.3836 -3.2621 0.29
H 3.8191 -0.1950 -2.8339 0.30
H 3.7315 0.4426 -1.0016 0.00
H 1.0999 1.1710 -1.9512 0.06
H 1.3552 -0.1930 -3.2253 0.25
H 0.9756 -2.0185 -1.4126 0.22
H 2.4137 -1.2248 -0.4896 0.31
H 1.0702 -0.2277 1.1396 0.19
H 0.0512 0.7852 -0.0791 0.06
H -0.7215 -1.9224 1.4787 0.26
H -1.7050 -0.3793 1.0270 0.18
H -1.1713 -2.9401 -0.8916 0.29
H -2.8047 -2.1676 -0.2570 0.33
H -0.6292 -1.0913 -3.3257 -0.29
H -1.6510 1.5643 -1.1966 0.08
H -1.7917 1.7372 -3.0725 0.23
H -4.4714 0.5961 -1.8434 0.02
H -4.1149 1.9417 -3.1771 0.26
H -3.8049 2.1660 0.1096 0.17
H -3.1080 3.5213 -1.0113 0.31
H -6.0346 3.1764 0.1776 0.32
H -5.2401 4.6269 -0.7729 0.27
H -7.1035 1.2198 -3.3301 0.33
H -3.3048 -3.1288 -4.1094 -0.04
H -4.1839 -1.0446 -4.6342 -0.03
C 7.9007 4.7326 3.6574 -0.38
C 6.5269 4.5320 3.5141 -0.58
C 6.0499 3.5563 2.6367 -0.02
C 6.9618 2.7805 1.9078 -0.18
C 8.3414 2.9850 2.0440 -0.38
C 8.8064 3.9657 2.9225 -0.46
N 6.4673 1.7360 1.0029 0.96
O 5.2395 1.5987 0.8956 -0.47
O 7.3052 1.0488 0.4014 -0.61
H 8.2680 5.4907 4.3470 0.38
H 5.8272 5.1347 4.0892 0.39
H 4.9763 3.4122 2.5363 0.50
H 9.0601 2.3935 1.4808 0.44
H 9.8755 4.1300 3.0375 0.39
C 3.7394 -1.5891 4.1073 -0.46
C 4.9735 -1.2224 3.5681 -0.69
C 5.7941 -0.3205 4.2482 0.02
C 5.3690 0.2071 5.4753 0.00
C 4.1271 -0.1533 6.0150 -0.42
C 3.3139 -1.0540 5.3244 -0.57
N 6.2382 1.1361 6.2073 1.13
O 7.3209 1.4451 5.6877 -0.55
O 5.8419 1.5548 7.3044 -0.68
H 3.1055 -2.2970 3.5761 0.44
H 5.2975 -1.6426 2.6184 0.41
H 6.7531 -0.0449 3.8148 0.54
H 3.7826 0.2523 6.9640 0.44
H 2.3495 -1.3424 5.7366 0.39
C -8.5702 -7.7739 -4.5677 -0.36
C -9.0374 -6.4883 -4.2898 -0.47
C -8.2145 -5.3820 -4.5093 -0.25
C -6.9212 -5.5751 -5.0140 -0.02
C -6.4468 -6.8652 -5.2865 -0.35
C -7.2780 -7.9641 -5.0603 -0.41
N -6.0603 -4.4143 -5.2709 0.98
O -6.5093 -3.2909 -4.9990 -0.46
O -4.9360 -4.6236 -5.7486 -0.60
H -9.2176 -8.6330 -4.4002 0.35
H -10.0452 -6.3483 -3.9047 0.35
H -8.5934 -4.3866 -4.2878 0.45
H -5.4435 -7.0298 -5.6738 0.42
H -6.9201 -8.9693 -5.2716 0.35
C -8.7021 2.1030 -5.6252 -0.46
C -10.0759 1.9025 -5.7685 -0.55
C -10.5529 0.9268 -6.6460 -0.26
C -9.6410 0.1510 -7.3748 0.00
C -8.2614 0.3555 -7.2386 -0.27
C -7.7964 1.3361 -6.3602 -0.55
N -10.1355 -0.8936 -8.2797 0.98
O -11.3633 -1.0309 -8.3870 -0.60
O -9.2976 -1.5807 -8.8812 -0.59
H -8.3348 2.8612 -4.9356 0.54
H -10.7756 2.5052 -5.1934 0.40
H -11.6265 0.7827 -6.7463 0.43
H -7.5427 -0.2361 -7.8018 0.43
H -6.7273 1.5004 -6.2451 0.47
C 9.2566 0.7308 11.2748 -0.34
C 8.2067 0.9023 10.3712 -0.54
C 8.1435 0.1215 9.2155 0.05
C 9.1390 -0.8357 8.9758 -0.01
C 10.1982 -1.0047 9.8775 -0.35
C 10.2523 -0.2160 11.0284 -0.44
N 9.0643 -1.6772 7.7755 0.94
O 8.1222 -1.4844 6.9927 -0.55
O 9.9448 -2.5348 7.6158 -0.59
H 9.2985 1.3381 12.1774 0.36
H 7.4352 1.6433 10.5695 0.40
H 7.3188 0.2673 8.5212 0.26
H 10.9802 -1.7404 9.7014 0.43
H 11.0689 -0.3417 11.7360 0.36
```

***

no.,highest occupied orbital energy (eV),E_tot (eV)
1,-1.4,-188969.7808
2,-4.1,-101642.3973
3,-4.4,-116035.5029